[1]
DFT (the ωB97M-V functional and the def2-TZVPD basis) results for C44H60BN8NaO2Se as an isolated structure.

Each line ends with the Löwdin spin population.
Geometry (Å):
H1 3.700 -3.171 3.786  0.002
C1 3.917 -0.929 0.439  0.005
H2 5.280 1.008 -2.392  0.000
H3 2.369 -2.204 3.129  0.000
C2 -3.548 -1.947 0.731  0.000
C3 5.097 -3.540 1.460  0.010
H4 0.067 6.464 -0.993  0.000
C4 2.775 -4.425 1.586  0.000
H5 3.050 2.210 1.112  0.000
H6 1.695 -3.388 -0.369  -0.004
H7 -5.610 2.821 -0.834  0.000
C5 0.110 -6.782 0.055  0.000
H8 5.376 2.687 -1.851  0.000
C6 -0.861 7.312 1.779  0.000
H9 0.209 -7.869 0.135  0.000
C7 0.503 -0.218 1.730  0.002
C8 -2.332 -4.092 0.109  0.000
C9 3.415 -2.480 2.989  0.011
H10 3.784 3.438 0.062  0.001
C10 -2.465 -2.720 -0.026  0.001
H11 -0.779 1.478 3.876  0.000
C11 -3.669 2.229 -1.776  0.000
C12 3.321 2.448 0.080  0.006
B1 -1.142 4.104 -0.025  0.000
H12 -2.556 -6.821 -2.143  0.000
H13 0.874 -6.426 -0.638  0.000
C13 -2.933 -0.826 1.581  0.000
H14 -0.838 -6.746 -2.530  0.000
Na1 -0.378 1.116 -1.615  0.002
C14 -3.721 3.766 -0.201  0.000
H15 -5.012 -2.101 -0.871  0.000
H16 -3.929 1.638 -3.818  0.000
C15 -0.478 6.009 1.568  0.000
H17 -0.394 8.038 2.424  0.000
C16 -0.645 1.837 2.869  0.000
H18 2.675 3.748 -4.329  0.000
C17 -4.520 -1.323 -0.281  0.000
C18 4.306 1.406 -0.478  0.008
Se1 0.593 -1.862 -2.690  0.118
N1 -2.421 2.626 -1.589  0.000
H19 -2.254 -1.242 2.332  0.000
C19 1.889 -1.523 -1.366  0.195
C20 1.113 4.024 -2.887  0.000
N2 -0.096 1.921 0.697  0.000
C21 2.232 -2.450 -0.393  -0.017
H20 5.265 -4.021 0.495  0.000
H21 -1.485 -8.160 -1.689  0.000
H22 3.859 2.059 -2.507  0.000
H23 -3.945 4.498 0.554  0.000
H24 2.405 2.487 -0.510  0.000
C22 0.349 5.572 -1.526  0.000
C23 -4.358 -2.845 1.669  0.000
H25 0.324 -0.748 2.667  0.000
C24 1.730 3.289 -4.034  0.000
N3 -1.351 5.454 0.697  0.000
H26 0.352 5.442 1.955  0.000
H27 -5.289 -0.743 0.239  0.000
C25 -3.986 1.204 -2.817  0.000
H28 -3.726 -3.321 2.423  0.000
C26 3.620 -3.152 1.622  0.020
O1 -1.636 -0.750 -1.124  0.004
C27 -2.847 8.698 0.790  0.000
N4 0.385 3.401 -1.976  0.001
H29 1.713 -4.205 1.711  0.000
H30 1.065 3.315 -4.901  0.000
H31 1.581 -0.183 1.557  0.001
H32 -3.978 -0.660 -0.949  0.000
C28 -0.627 -2.831 -1.594  0.014
H33 5.331 1.253 1.453  0.000
H34 1.636 6.177 -3.208  0.000
H35 -1.528 3.886 2.817  0.000
H36 -2.384 -0.125 0.959  0.000
H37 -2.459 9.524 1.385  0.000
H38 3.080 -5.088 2.399  0.000
H39 0.043 -0.792 0.923  0.001
C29 3.623 0.044 -0.467  0.090
H40 6.053 2.373 0.312  0.000
C30 -1.588 -2.010 -0.923  0.004
H41 -3.332 -6.736 0.276  0.000
C31 -0.070 1.159 1.782  0.000
H42 -3.876 8.508 1.102  0.000
C32 -2.305 -6.944 0.583  0.000
H43 -2.153 -6.516 1.576  0.000
C33 -1.295 -6.395 -0.426  0.000
H44 -3.723 -0.280 2.105  0.000
C34 -1.998 7.478 0.964  0.000
C35 -1.397 -4.877 -0.580  0.000
C36 -4.541 2.922 -0.915  0.000
C37 5.563 1.402 0.396  -0.001
N5 -0.086 4.352 -1.135  0.000
H45 -2.191 -8.028 0.662  0.000
O2 2.012 0.695 -2.092  0.267
H46 -3.279 0.375 -2.759  0.000
H47 -3.001 -4.594 0.792  0.000
C38 -1.559 -7.072 -1.778  0.000
H48 -5.098 -2.234 2.192  0.000
H49 0.202 -4.744 -2.017  0.001
H50 5.755 -2.673 1.525  0.000
H51 2.900 -4.968 0.648  0.000
H52 4.019 -1.577 3.094  0.000
H53 -2.872 9.009 -0.254  0.000
N6 -2.275 6.362 0.309  0.000
H54 -4.992 0.807 -2.678  0.000
C39 1.132 5.411 -2.643  0.000
C40 -1.023 3.055 2.355  0.000
H55 -4.897 -3.626 1.126  0.000
H56 6.273 0.632 0.082  0.000
C41 2.501 -0.201 -1.379  0.087
H57 1.910 2.247 -3.778  0.000
H58 0.316 -6.344 1.034  0.000
C42 4.725 1.812 -1.901  0.004
H59 4.712 -0.757 1.151  -0.002
N7 -2.458 3.583 -0.631  0.000
C43 3.227 -2.174 0.521  0.163
H60 5.385 -4.241 2.248  0.002
C44 -0.548 -4.205 -1.445  0.002
N8 -0.661 3.094 1.056  0.000

Atoms 1-6, force components in eV/Å:
-0.002 0.001 0.007
0.110 -0.079 -0.059
0.013 0.001 0.003
0.000 -0.001 -0.003
-0.035 -0.001 0.019
0.000 -0.012 -0.004

Properties
**Charge**: -1
**Frontier orbital gap (spin up / spin down)**: 6.6 / 4.9 eV
**Electronic energy**: -4890.04023 Eh
**2S+1**: 2

***

[2]
DFT (the ωB97M-V functional and the def2-TZVPD basis) results for C35H24F9IN2O2PPt as an isolated structure.

Each line ends with the Löwdin spin population.
Geometry (Å):
H1 -4.477 -2.380 0.144  0.000
P1 0.340 -1.555 -0.244  0.108
H2 0.230 -1.654 -3.104  0.000
F1 1.031 -3.333 6.113  0.000
H3 -2.419 -1.030 0.454  0.003
H4 0.792 5.698 0.036  0.002
F2 5.658 -1.831 -4.167  0.001
C1 2.942 2.994 -0.079  0.126
H5 3.171 -2.391 -0.037  0.000
C2 -3.530 -2.715 -0.259  0.000
H6 5.050 5.630 -0.112  0.010
C3 -3.974 2.147 -0.545  0.194
F3 5.002 -3.878 -4.409  0.001
C4 -4.582 0.853 -0.905  0.035
Pt1 0.364 0.796 -0.184  1.327
O1 -1.618 5.525 2.364  0.008
C5 4.598 -2.608 -4.435  0.001
C6 4.116 3.688 -0.124  0.029
C7 2.218 -2.078 -3.778  -0.001
H7 0.266 -0.027 2.160  0.023
C8 2.048 -2.769 5.459  0.000
C9 2.890 5.812 -0.007  0.046
N1 -4.743 3.179 -0.278  0.046
H8 -4.921 5.114 0.364  0.007
H9 -3.340 6.337 1.494  0.000
C10 3.517 -2.377 -3.399  0.014
H10 4.877 -2.741 -1.780  0.000
C11 1.653 -2.471 4.027  0.002
F4 3.088 -3.603 5.500  0.001
H11 -2.237 -5.346 -1.964  0.000
C12 -2.870 4.440 0.622  0.201
H12 -1.901 6.341 0.505  0.007
H13 -4.700 0.251 0.005  0.014
C13 -1.958 3.429 0.240  0.062
H14 1.508 -3.997 1.013  0.000
F5 -5.476 -4.111 -2.122  0.000
C14 -3.469 -3.924 -0.942  0.004
C15 -0.591 3.692 0.482  0.078
C16 4.109 5.095 -0.078  0.250
C17 1.248 -1.875 -2.805  0.018
H15 -2.075 5.752 3.182  0.001
H16 -0.174 -4.028 -1.669  0.000
F6 4.169 -2.322 -5.663  0.000
C18 -4.239 4.278 0.255  0.225
O2 -1.811 1.279 -0.797  0.284
C19 1.408 -3.213 1.754  0.002
C20 -2.383 -1.966 -0.090  0.007
H17 -3.945 0.293 -1.589  0.007
C21 0.737 -0.989 2.397  0.042
H18 5.064 3.170 -0.193  0.002
C22 -2.490 2.245 -0.418  0.090
C23 1.120 -1.230 3.705  0.006
H19 2.195 -4.427 3.338  0.000
C24 2.900 -2.288 -1.081  0.006
C25 -1.110 -3.655 -1.272  0.008
F7 2.385 -1.645 6.102  0.000
C26 -2.454 5.755 1.244  0.019
C27 1.588 -1.981 -1.454  0.020
H20 -5.573 1.020 -1.320  0.003
F8 -5.490 -4.705 -0.043  0.000
C28 1.714 5.136 0.035  0.071
C29 0.900 -1.962 1.409  0.022
C30 1.673 3.695 0.030  0.179
N2 0.486 3.024 0.037  0.149
I1 3.092 0.925 -0.191  0.209
H21 1.004 -0.476 4.472  0.000
C31 1.789 -3.462 3.063  0.003
H22 2.900 6.894 -0.004  0.000
H23 1.965 -2.004 -4.827  0.000
C32 3.861 -2.489 -2.057  0.004
H24 -0.408 4.539 1.135  0.004
F9 -4.515 -5.955 -1.519  0.000
C33 -1.172 -2.436 -0.599  0.021
C34 -4.752 -4.697 -1.158  0.000
C35 -2.269 -4.399 -1.444  0.001

Atoms 1-6, force components in eV/Å:
0.008 -0.002 0.003
0.054 0.236 0.129
0.007 0.002 -0.001
-0.039 -0.007 -0.010
-0.009 -0.005 -0.007
-0.011 -0.018 -0.010

Properties
**Charge**: +3
**Frontier orbital gap (spin up / spin down)**: 5.9 / 4.3 eV
**Electronic energy**: -3264.22368 Eh
**2S+1**: 5

***

The calculation returns the following molar mass values, one per record and in order: 845.780, 1028.527 g/mol.